124
Properties=species:S:1:pos:R:3:forces:R:3 method="wB97M-V/def2-TZVPD" total_charge=-1 e_homo_ev=-7.5 lumo_ev=2.482 gap_ev=10.0 de_lowest_kj_mol=0.0 energy_ha=-2567.8123
O 2.055552 -1.341022 -2.476425 -0.1512 -0.1224 -0.2877
C 1.073086 -0.899788 -1.946537 -0.0995 0.6552 0.1948
O 0.687909 -1.178473 -0.719039 -0.0346 0.0087 0.3068
B -0.498696 -0.376316 -0.350247 -0.0317 -0.5884 -1.8393
O -0.742225 0.482102 -1.532843 -0.5171 0.1819 0.4131
C 0.101390 0.216813 -2.489594 0.9600 -0.7020 -0.4990
O 0.188109 0.722197 -3.569365 -0.0167 0.0329 0.0224
O -0.333782 0.448537 0.809520 0.4801 0.0204 0.7592
C -1.200549 0.065632 1.704985 -2.0210 -0.0217 0.6314
O -1.450123 0.574909 2.767036 0.6523 0.0053 -0.0619
C -2.128910 -1.058088 1.087812 0.6952 0.3412 -0.1720
O -1.643963 -1.278250 -0.119918 0.0116 0.1096 0.1116
O -3.093512 -1.559371 1.580563 0.0779 0.0253 0.1982
C -0.462442 -5.856256 -0.762231 -0.7597 -0.8376 -0.3838
C -0.418557 -4.562741 0.024392 0.4992 -0.7114 -0.8960
O 0.580507 -4.696516 1.013519 0.5273 -0.3323 0.4443
C 0.616356 -3.645194 1.950873 -0.9416 1.1972 -0.4220
C -0.416492 -3.846986 3.047587 0.2962 0.7190 0.7447
H -0.950797 -5.731139 -1.734181 0.2379 0.4192 -0.0459
H 0.520030 -6.291022 -0.940459 0.0801 0.1564 0.1019
H -1.108832 -6.617413 -0.312634 0.3530 0.0028 0.4444
H -0.106295 -3.804486 -0.698310 -0.3052 0.5262 0.3544
H -1.422298 -4.398904 0.421263 0.1099 0.5227 0.1898
H 1.609093 -3.434425 2.356586 0.1762 -0.9140 0.0058
H 0.436006 -2.698061 1.413447 -0.3258 -0.1116 0.0225
H -0.119162 -4.656899 3.714050 -0.2219 -0.2588 -0.2035
H -1.440947 -3.954111 2.694758 0.0997 -0.3477 -0.2431
H -0.467597 -2.961306 3.695615 0.1906 0.0293 -0.1113
C 4.858338 -1.891470 1.158252 -1.3230 0.1072 1.1463
C 3.765069 -0.861988 0.836586 1.3435 -0.5506 -1.1851
O 4.507924 0.251553 0.316719 -0.9643 -0.1451 -0.0074
C 3.711977 1.142814 -0.451819 0.5879 0.2374 0.1689
C 2.899641 2.124520 0.370409 -0.0519 0.3466 -0.1947
H 5.335373 -1.512973 2.063467 0.5475 -0.4160 -0.1386
H 4.373505 -2.851424 1.366570 0.1291 0.0417 0.2418
H 5.546205 -2.069195 0.339688 0.0705 0.4166 -0.1085
H 3.137255 -1.330410 0.071051 -0.1883 0.5003 -0.1508
H 3.130946 -0.565234 1.674489 0.1543 -0.1230 0.2071
H 4.443105 1.696657 -1.045967 -0.1321 0.0444 -0.0398
H 3.082486 0.584486 -1.148994 -0.0284 -0.0574 0.0121
H 2.429768 2.828721 -0.324696 -0.2247 -0.1146 0.0418
H 3.532528 2.744026 1.008152 0.1147 -0.2291 0.1066
H 2.125403 1.657011 0.978337 -0.0105 -0.0333 -0.0442
C -0.630312 -0.312339 7.571148 0.1078 -0.4465 -0.3232
C -1.184733 -0.391012 6.148753 -0.4906 0.4033 1.5631
O -2.409038 -1.113956 6.251682 0.0893 -0.3874 -1.0373
C -2.990152 -1.214264 4.935025 -0.5798 0.7212 0.6201
C -3.907544 -0.038068 4.640198 -0.3496 -0.0496 0.5041
H -1.354669 0.062620 8.292299 -0.1270 0.1379 -0.1741
H -0.395782 -1.341043 7.855314 0.1626 0.1073 0.2319
H 0.271657 0.298392 7.619819 0.0128 -0.0412 -0.0418
H -1.404657 0.613788 5.780655 0.3092 -0.0190 -0.3221
H -0.452208 -0.910702 5.526091 -0.1340 0.0678 -0.3167
H -2.182564 -1.270439 4.213137 -0.1215 -0.2668 -0.2661
H -3.679334 -2.056244 4.870705 0.6197 -0.5762 0.2463
H -4.738663 -0.050609 5.353706 0.0719 -0.1095 0.0764
H -4.358873 -0.212295 3.663565 0.2465 0.4553 -0.2120
H -3.435666 0.935932 4.767631 0.1220 -0.0143 -0.4972
C -4.938328 4.915548 2.740522 0.0307 -0.1167 0.6871
C -5.684808 4.349295 1.560126 0.2687 -0.2735 -0.7466
O -4.852490 4.212334 0.412725 0.0420 -0.1789 0.0836
C -3.820776 3.222641 0.529795 -0.6020 0.7361 -0.2266
C -3.164075 3.107541 -0.823801 0.2564 -0.1906 0.0405
H -5.581853 5.008355 3.620913 -0.2072 0.3460 -0.2329
H -4.153934 4.254271 3.114393 0.1211 -0.0580 -0.3692
H -4.491806 5.873383 2.474914 -0.0374 0.0544 0.1433
H -6.143084 3.379357 1.796529 0.0094 0.0198 0.0827
H -6.468066 5.018029 1.198852 -0.0916 0.0385 0.3439
H -3.112874 3.554918 1.291960 0.1065 -0.2828 0.1028
H -4.298011 2.275068 0.801178 0.2332 -0.0996 0.3020
H -3.047836 4.085283 -1.290767 -0.1218 0.0492 0.0638
H -3.763474 2.468637 -1.471034 0.1094 0.0752 -0.1590
H -2.162746 2.683607 -0.726924 -0.0833 -0.1814 -0.0737
C 5.140084 0.087384 -4.862185 -0.4356 -0.6543 0.1675
C 3.941251 1.009246 -4.791349 0.3387 0.0235 0.5883
C 4.298917 2.301175 -4.062604 -0.5241 0.1422 -0.0676
O 3.471327 1.265387 -6.114523 0.1257 0.5126 0.0091
H 5.621241 -0.057801 -3.893623 -0.0151 0.1667 0.0229
H 5.858088 0.484853 -5.579836 0.0589 -0.1032 -0.0178
H 4.772829 -0.903169 -5.154511 0.3423 0.0200 -0.2782
H 3.104817 0.566759 -4.235999 0.2693 -0.2839 0.0766
H 4.919416 2.974360 -4.657241 -0.3280 0.0777 -0.2103
H 4.861253 2.134117 -3.144496 -0.0075 -0.4506 -0.0546
H 3.355312 2.745988 -3.734153 0.2089 0.5457 -0.2661
H 3.456753 0.420199 -6.574156 -0.1153 -0.0003 0.0204
C 3.226854 -5.345659 -4.399093 1.0066 -0.6347 0.5110
C 3.429080 -3.946409 -3.820738 -0.3292 0.2464 -0.5731
C 4.889346 -3.518178 -3.710303 0.1998 -1.3196 1.1168
O 2.724962 -3.067777 -4.699144 -0.1670 0.2945 0.2071
H 3.918028 -5.557068 -5.220186 -0.2047 0.2934 -0.2482
H 2.208019 -5.563300 -4.705691 -0.0923 0.3544 -0.0460
H 3.496753 -6.104393 -3.653688 -0.0804 0.1387 0.1053
H 2.992805 -3.924802 -2.816598 -0.1354 0.1291 -0.0556
H 5.386513 -4.299808 -3.113739 0.1405 -0.1627 -0.3771
H 5.066486 -2.663560 -3.057039 -0.3880 0.5095 -0.5446
H 5.379665 -3.457782 -4.678661 -0.0269 0.2427 -0.0277
H 2.440791 -2.298172 -4.183113 0.0777 -0.0564 -0.0395
C 1.250966 5.077014 -2.575020 0.1049 -0.9812 -0.8804
C 0.217429 3.951236 -2.608786 -0.3864 0.5573 -0.8713
O -0.317759 3.805818 -3.926462 0.4203 -0.1384 -0.0661
H 1.612018 5.178403 -1.552538 -0.0678 0.7835 -0.0604
H 0.845496 5.918356 -3.139004 -0.2403 0.5003 0.9584
H 2.106233 4.838622 -3.220770 0.1118 -0.4664 0.3151
H -0.681463 4.230120 -2.059133 0.2935 -0.0937 0.5252
H 0.626406 3.006718 -2.242435 -0.0954 -0.0045 0.1040
H 0.359848 3.393373 -4.475411 -0.1598 -0.1218 -0.0076
C -5.047597 -2.717647 -1.621727 0.0735 -0.2968 0.0784
C -5.046206 -1.318002 -2.279593 -0.5771 -1.5849 1.5930
O -5.507059 -1.472211 -3.595885 0.4776 0.7898 -0.8935
H -4.769235 -2.767428 -0.566879 0.1165 0.4265 -0.0343
H -4.391797 -3.413834 -2.150242 0.1696 0.2396 -0.1065
H -6.037534 -3.185655 -1.681087 -0.1452 0.2810 -0.0469
H -4.043531 -0.898714 -2.217620 -0.0141 0.0709 -0.6086
H -5.705794 -0.676704 -1.679554 0.0248 0.1556 -0.2099
H -6.285258 -2.030665 -3.616258 -0.0617 -0.0617 0.2687
C -0.369408 4.481336 2.596381 0.6435 -0.3524 -0.3535
C -0.917822 3.818829 3.856369 -0.3332 -0.2827 -0.2833
O -0.158495 2.667694 4.189778 -0.0773 0.0949 0.1301
H -1.049627 5.110202 2.019144 -0.0812 0.3403 0.5011
H -0.028420 3.743698 1.860901 -0.2462 -0.3381 0.2442
H 0.558590 4.990190 2.868636 -0.2050 0.4026 -0.1361
H -1.969637 3.520815 3.748309 0.0167 0.1419 -0.1522
H -0.880412 4.506620 4.704352 0.0920 -0.0149 -0.0320
H -0.536200 1.941681 3.665622 0.2081 -0.0290 0.0773